C29H26N4O6Yb | ωB97M-V/def2-TZVPD

As for the total charge: +1. The energy is -80266.781 eV. The value obtained for the relative energy (zero: lowest compared OMol25 entry of this formula, charge and spin) is 0.0 kcal/mol. As for the multiplicity: 2. For the frontier orbital gap, the calculation gives 0.2461 Ha.

The geometry in XYZ format:
```
66
C29H26N4O6Yb (ωB97M-V/def2-TZVPD)
Yb 1.06 0.39 -0.80
O -2.20 0.62 3.68
C -2.68 -0.39 2.94
C -3.92 -0.98 3.24
C -4.47 -1.87 2.36
C -3.88 -2.22 1.21
C -2.57 -1.82 0.94
C -2.01 -0.85 1.80
C -0.66 -0.33 1.37
O -0.17 -0.98 0.34
N -0.08 0.55 2.06
N 1.12 0.92 1.37
C 2.06 1.40 2.14
C 3.39 1.70 1.73
C 4.34 2.15 2.66
C 5.67 2.25 2.33
C 6.10 1.92 1.03
C 5.20 1.55 0.07
C 3.85 1.43 0.38
O 3.07 0.90 -0.58
H -1.31 0.81 3.28
H -4.39 -0.56 4.05
H -5.52 -2.21 2.41
H -4.51 -2.76 0.54
H -2.08 -2.29 0.10
H 1.93 1.55 3.21
H 4.03 2.41 3.66
H 6.36 2.47 3.17
H 7.16 1.86 0.78
H 5.61 1.28 -0.90
O -4.88 2.12 3.66
C -5.18 2.99 2.64
N -4.72 2.49 1.34
C -3.58 3.04 0.77
O -2.85 3.98 1.20
C -3.11 2.31 -0.47
C -3.86 1.89 -1.58
C -3.19 1.22 -2.62
C -1.82 0.97 -2.61
N -1.17 1.32 -1.51
C -1.74 2.06 -0.56
H -3.92 2.01 3.75
H -4.66 3.94 2.71
H -6.24 3.11 2.63
H -5.02 1.63 0.98
H -4.91 2.15 -1.65
H -3.79 0.75 -3.41
H -1.28 0.43 -3.45
H -1.13 2.35 0.23
C 1.24 -1.52 -4.90
C 1.65 -1.56 -3.47
O 1.08 -0.71 -2.74
C 2.58 -2.56 -2.87
C 2.64 -2.89 -1.51
C 3.48 -3.91 -1.10
C 4.31 -4.51 -1.96
C 4.18 -4.34 -3.33
C 3.42 -3.28 -3.75
H 0.47 -0.74 -4.93
H 0.85 -2.51 -5.17
H 2.01 -1.36 -5.68
H 2.00 -2.49 -0.73
H 3.53 -4.09 -0.04
H 5.06 -5.19 -1.58
H 4.75 -4.95 -4.00
H 3.32 -3.05 -4.79
```

So, what does the natural (NBO) scheme give us? The charges, in e, come out as: 2.21 -0.70 0.33 -0.26 -0.18 -0.26 -0.17 -0.17 0.57 -0.86 -0.45 -0.53 0.22 -0.26 -0.13 -0.26 -0.14 -0.29 0.47 -0.91 0.51 0.23 0.22 0.21 0.23 0.21 0.22 0.23 0.23 0.23 -0.71 0.09 -0.61 0.65 -0.60 -0.13 -0.12 -0.24 0.05 -0.57 0.09 0.49 0.19 0.18 0.40 0.24 0.24 0.22 0.22 -0.73 0.68 -0.73 -0.21 -0.12 -0.22 -0.13 -0.20 -0.13 0.25 0.27 0.27 0.22 0.23 0.23 0.24 0.21